(1)
Here is a cluster of 2 separate species, C3H10OS in total in a non-equilibrium geometry from the Open Molecules 2025 dataset. Energies are from ωB97M-V with the def2-TZVPD basis set.

Its energy is -16155.2004 eV. As for the charge: 0. Its LUMO energy is 0.0309 Ha. The HOMO energy comes out at -9.3477 eV. The value obtained for the max |F| is 1.3 eV/Å. As for the SMILES: CCS.CO. For the energy above the lowest of the compared OMol25 structures with the same formula, charge and spin, the calculation gives 15.3 kcal per mole. The HOMO-LUMO gap comes out at 10.188 eV.

Element x y z (Å)
S1 0.580 -0.039 2.089
O1 1.728 -1.750 -0.758
C1 -0.183 1.371 1.186
C2 1.095 -1.280 -1.948
C3 -1.549 0.990 0.654
H1 -2.223 0.744 1.449
H2 0.011 -1.254 -1.844
H3 1.451 -1.925 -2.745
H4 -2.036 1.829 0.136
H5 -0.234 2.183 1.908
H6 -0.278 -0.989 1.712
H7 -1.420 0.214 -0.082
H8 1.392 -0.249 -2.147
H9 1.165 -1.490 -0.009
H10 0.502 1.644 0.399

Cartesian forces, eV/Å:
0.17 0.17 0.09
-0.62 0.06 0.19
-0.05 -0.41 0.50
0.46 0.26 0.66
0.16 1.18 -0.54
-0.27 -0.60 0.40
-0.14 -0.42 -0.25
-0.34 0.03 -0.23
0.32 -0.04 0.03
-0.03 0.06 -0.05
-0.21 -0.01 -0.03
-0.30 -0.54 -0.08
0.19 0.11 -0.20
0.56 0.00 -0.21
0.11 0.16 -0.29

=====

(2)
Here is a cluster of 2 separate species, C3H10OS in total in a non-equilibrium geometry from the Open Molecules 2025 dataset. Energies are from ωB97M-V with the def2-TZVPD basis set.

The expectation value of S² is 0.75. Its energy is -16145.7402 eV. As for the charge: +1. Its LUMO energy (spin up / spin down) is -0.1369 / -0.3216 Ha. The HOMO energy (spin up / spin down) comes out at -14.5333 / -14.3550 eV. The value obtained for the max |F| is 4.2 eV/Å. Its multiplicity is 2. For the energy above the lowest of the compared OMol25 structures with the same formula, charge and spin, the calculation gives 36.2 kcal per mole. The HOMO-LUMO gap (spin up / spin down) comes out at 10.809 / 5.604 eV.

Element x y z (Å)
S1 0.965 -0.149 -0.483
O1 -2.114 -0.938 0.082
C1 -2.510 -0.150 -1.038
C2 1.761 -1.239 0.597
C3 1.320 1.436 0.398
H1 -1.395 -0.461 0.418
H2 0.848 1.420 1.477
H3 2.419 1.673 0.318
H4 2.756 -0.800 0.689
H5 1.868 -2.231 0.127
H6 -2.570 0.973 -0.850
H7 1.319 -1.235 1.622
H8 -1.892 -0.313 -1.823
H9 -3.565 -0.269 -1.324
H10 0.790 2.280 -0.210

Cartesian forces, eV/Å:
-0.12 1.57 0.34
-1.45 -0.47 -1.07
-2.89 2.39 1.90
0.65 -0.79 0.53
-1.58 1.40 -0.30
1.41 0.86 1.39
1.28 -0.12 -2.06
-0.99 -0.58 0.47
0.29 -0.12 0.22
-0.38 0.35 0.44
0.70 -1.12 0.31
0.11 -0.19 -0.76
1.74 -0.60 -2.68
0.44 -0.97 0.20
0.79 -1.63 1.08

=====

(3)
Here is a cluster of 3 separate species, C3H10OS2 in total in a non-equilibrium geometry from the Open Molecules 2025 dataset. Energies are from ωB97M-V with the def2-TZVPD basis set.

Its energy is -26985.9932 eV. As for the charge: 0. Its LUMO energy is -0.1526 Ha. The HOMO energy comes out at -8.3346 eV. The value obtained for the max |F| is 3.7 eV/Å. For the energy above the lowest of the compared OMol25 structures with the same formula, charge and spin, the calculation gives 122.1 kcal per mole. The HOMO-LUMO gap comes out at 4.181 eV.

Element x y z (Å)
S1 0.868 2.120 -0.591
S2 -1.177 -1.458 0.110
O1 0.682 -1.401 2.492
C1 -1.045 -0.439 -1.260
C2 0.385 1.856 1.128
C3 0.214 -0.480 -2.052
H1 0.432 -2.109 3.035
H2 -1.278 0.568 -0.910
H3 0.489 0.141 -2.874
H4 -1.875 -0.866 -1.859
H5 -0.591 2.179 1.451
H6 1.160 2.339 1.762
H7 0.954 -0.299 -1.231
H8 0.471 0.753 1.305
H9 -0.016 -1.369 1.783
H10 0.328 -1.535 -2.288

Cartesian forces, eV/Å:
-1.09 0.08 1.09
0.12 -0.37 0.75
-0.09 1.65 -1.55
-1.47 -0.27 -1.60
0.91 -0.39 -0.69
2.20 -1.61 2.49
-0.47 -1.58 1.30
-0.28 1.10 0.06
-0.70 0.69 -0.60
-0.25 1.20 -0.02
-0.35 0.35 -0.34
-0.24 -0.53 -0.26
0.19 -0.29 -1.00
0.03 0.22 0.07
1.09 -0.12 0.79
0.42 -0.13 -0.49

=====

(4)
Here is a cluster of 2 separate species, C3H10OS2 in total in a non-equilibrium geometry from the Open Molecules 2025 dataset. Energies are from ωB97M-V with the def2-TZVPD basis set.

Its energy is -26990.3986 eV. As for the charge: 0. Its LUMO energy is 0.0267 Ha. The HOMO energy comes out at -8.8001 eV. The value obtained for the max |F| is 2.9 eV/Å. As for the SMILES: CCSSC.O. For the energy above the lowest of the compared OMol25 structures with the same formula, charge and spin, the calculation gives 20.6 kcal per mole. The HOMO-LUMO gap comes out at 9.526 eV.

Element x y z (Å)
S1 -2.930 -1.242 0.099
S2 -1.294 -2.382 -0.501
O1 5.338 3.411 3.740
C1 -2.316 -0.025 1.199
C2 -0.399 -2.041 -2.060
C3 -0.398 -0.503 -2.417
H1 -2.940 0.870 1.203
H2 -1.367 0.387 0.820
H3 -0.142 -0.470 -3.473
H4 4.701 3.148 4.393
H5 0.320 0.062 -1.812
H6 4.997 4.171 3.279
H7 0.584 -2.286 -1.642
H8 -0.553 -2.600 -2.968
H9 -2.225 -0.374 2.227
H10 -1.377 -0.127 -2.085

Cartesian forces, eV/Å:
-0.32 -0.90 -1.67
-0.34 -0.88 0.77
0.85 -0.37 -0.23
1.28 1.46 0.41
0.81 2.65 0.89
-0.05 -1.35 1.03
-0.52 -0.26 -0.10
-0.07 -0.45 0.34
-0.39 0.73 -0.01
-0.51 0.01 0.33
0.12 -0.28 -0.23
-0.35 0.37 -0.10
0.05 -0.20 -0.49
-0.82 -0.62 0.17
0.18 -0.09 -0.12
0.09 0.18 -0.99

=====

(5)
Here is a cluster of 2 separate species, C3H10OS2 in total in a non-equilibrium geometry from the Open Molecules 2025 dataset. Energies are from ωB97M-V with the def2-TZVPD basis set.

Its energy is -26990.2660 eV. As for the charge: 0. Its LUMO energy is 0.0066 Ha. The HOMO energy comes out at -9.2942 eV. The value obtained for the max |F| is 4.3 eV/Å. As for the SMILES: CCCSS.O. For the energy above the lowest of the compared OMol25 structures with the same formula, charge and spin, the calculation gives 23.6 kcal per mole. The HOMO-LUMO gap comes out at 9.474 eV.

Element x y z (Å)
S1 -2.683 -0.096 1.627
S2 -0.885 -1.062 1.119
O1 0.244 1.649 3.572
C1 0.965 -0.695 -1.038
C2 -0.326 -0.242 -0.351
C3 1.282 0.081 -2.331
H1 0.241 0.783 4.043
H2 1.896 0.980 -2.199
H3 1.686 -0.429 -0.175
H4 1.883 -0.551 -3.088
H5 -1.233 -0.395 -1.074
H6 0.382 0.509 -2.773
H7 0.946 -1.802 -1.214
H8 -0.277 1.433 2.756
H9 -0.322 0.748 0.003
H10 -3.798 -0.911 1.121

Cartesian forces, eV/Å:
-0.80 -1.14 -0.85
-0.68 -1.26 1.47
-0.76 -1.34 -0.62
0.81 0.14 2.25
-3.00 -0.80 -2.94
1.03 -0.29 -0.79
0.06 0.97 -0.45
0.06 -0.30 0.50
-0.18 -0.90 -1.72
-1.27 0.86 1.14
1.62 0.65 0.96
-0.17 -0.56 -0.31
0.09 1.00 0.26
0.71 0.34 1.07
0.40 1.65 -0.47
2.07 0.98 0.48

=====

(6)
Here is a cluster of 2 separate species, C3H10P2 in total in a non-equilibrium geometry from the Open Molecules 2025 dataset. Energies are from ωB97M-V with the def2-TZVPD basis set.

Its energy is -21848.5392 eV. As for the charge: 0. Its LUMO energy is -0.0237 Ha. The HOMO energy comes out at -8.9069 eV. The value obtained for the max |F| is 6.8 eV/Å. For the energy above the lowest of the compared OMol25 structures with the same formula, charge and spin, the calculation gives 16.2 kcal per mole. The HOMO-LUMO gap comes out at 8.262 eV.

Element x y z (Å)
P1 0.699 0.552 0.911
P2 0.178 1.787 -0.628
C1 1.410 -1.023 0.154
C2 -3.311 0.191 0.402
C3 2.740 -0.552 -0.533
H1 -2.931 -0.077 -0.682
H2 -4.077 -0.620 0.551
H3 -3.768 1.171 0.321
H4 3.505 -1.385 -0.464
H5 -2.507 0.159 0.970
H6 2.422 -0.103 -1.496
H7 1.642 -1.855 0.862
H8 0.796 -1.251 -0.634
H9 3.335 0.266 -0.058
H10 -0.133 2.740 0.324

Cartesian forces, eV/Å:
0.03 -0.12 0.10
0.46 -1.32 -0.02
2.37 1.89 1.61
-3.54 -1.56 -5.65
0.92 -0.05 0.68
-0.59 0.70 1.88
0.76 0.97 0.46
-0.07 0.06 0.25
-1.00 0.67 -1.16
3.40 -0.19 3.05
0.86 -0.83 0.12
-0.75 0.84 -0.43
-1.66 -1.37 -1.61
-0.94 -0.32 0.24
-0.25 0.62 0.47

=====

(7)
Here is a cluster of 2 separate species, C3H10S in total in a non-equilibrium geometry from the Open Molecules 2025 dataset. Energies are from ωB97M-V with the def2-TZVPD basis set.

Its energy is -14107.6389 eV. As for the charge: 0. Its LUMO energy is 0.0296 Ha. The HOMO energy comes out at -9.6545 eV. The value obtained for the max |F| is 1.7 eV/Å. As for the SMILES: CCC.S. For the energy above the lowest of the compared OMol25 structures with the same formula, charge and spin, the calculation gives 16.1 kcal per mole. The HOMO-LUMO gap comes out at 10.461 eV.

Element x y z (Å)
S1 -0.747 1.952 0.248
C1 0.373 -1.791 -0.404
C2 -0.143 -1.713 1.051
C3 1.293 -0.678 -0.959
H1 -0.446 -1.726 -1.113
H2 -1.485 1.847 -0.834
H3 -0.886 -0.935 1.210
H4 1.011 -2.691 -0.341
H5 1.321 -0.842 -2.039
H6 -0.670 -2.643 1.275
H7 0.811 0.287 -0.737
H8 2.352 -0.873 -0.758
H9 0.623 -1.558 1.806
H10 0.045 2.958 -0.197

Cartesian forces, eV/Å:
0.41 0.49 0.91
1.28 0.41 1.02
-0.54 0.33 -0.43
-0.34 -0.74 -0.24
-0.35 -1.18 0.14
-0.26 0.15 -0.70
-0.03 0.29 -0.11
-0.83 -0.14 -1.06
-0.40 0.32 -0.22
0.16 -0.07 0.07
1.15 -0.24 -0.11
-0.15 0.80 0.92
0.32 -0.09 -0.10
-0.40 -0.33 -0.08

=====

(8)
Here is a cluster of 2 separate species, C3H10S2 in total in a non-equilibrium geometry from the Open Molecules 2025 dataset. Energies are from ωB97M-V with the def2-TZVPD basis set.

Its energy is -24941.4927 eV. As for the charge: 0. Its LUMO energy is 0.0302 Ha. The HOMO energy comes out at -8.4077 eV. The value obtained for the max |F| is 3.5 eV/Å. As for the SMILES: CSC.CS. For the energy above the lowest of the compared OMol25 structures with the same formula, charge and spin, the calculation gives 50.8 kcal per mole. The HOMO-LUMO gap comes out at 9.230 eV.

Element x y z (Å)
S1 1.599 -1.419 0.381
S2 -1.741 -0.067 -1.026
C1 -0.844 1.501 -0.386
C2 3.363 -1.020 -0.169
C3 -2.825 -0.419 0.415
H1 3.325 -1.490 -1.093
H2 1.322 -0.245 0.104
H3 -3.726 0.077 0.141
H4 -2.712 0.265 1.325
H5 3.999 -1.194 0.778
H6 -0.253 1.932 -1.126
H7 -0.349 1.177 0.556
H8 -1.429 2.329 -0.057
H9 -3.087 -1.463 0.706
H10 3.360 0.035 -0.550

Cartesian forces, eV/Å:
1.53 -2.29 0.57
0.73 1.21 1.09
-1.21 -2.33 1.98
-1.24 1.72 2.44
-0.72 1.52 1.23
1.55 -1.95 -1.18
-1.55 3.07 -0.57
-1.31 -0.26 -0.66
1.14 -1.35 -0.87
-0.39 -0.01 -2.47
1.54 0.03 -1.35
0.33 0.22 -0.96
-1.42 0.28 0.02
0.87 0.75 -0.46
0.17 -0.60 1.19

=====

(9)
Here is a cluster of 2 separate species, C3H10S2 in total in a non-equilibrium geometry from the Open Molecules 2025 dataset. Energies are from ωB97M-V with the def2-TZVPD basis set.

Its energy is -24943.4338 eV. As for the charge: 0. Its LUMO energy is 0.0128 Ha. The HOMO energy comes out at -9.3454 eV. The value obtained for the max |F| is 1.3 eV/Å. As for the SMILES: CCC.SS. For the energy above the lowest of the compared OMol25 structures with the same formula, charge and spin, the calculation gives 6.1 kcal per mole. The HOMO-LUMO gap comes out at 9.693 eV.

Element x y z (Å)
S1 -2.353 0.513 1.647
S2 -3.083 -1.276 0.887
C1 0.899 -0.922 -1.055
C2 1.161 0.061 0.074
C3 0.471 1.397 -0.122
H1 2.238 0.180 0.201
H2 1.310 -0.560 -1.996
H3 0.755 -0.398 0.976
H4 -0.512 1.314 -0.586
H5 1.299 -1.906 -0.820
H6 -0.160 -0.994 -1.331
H7 1.007 2.038 -0.830
H8 0.421 2.013 0.773
H9 -2.169 -1.450 -0.082
H10 -1.282 -0.009 2.262

Cartesian forces, eV/Å:
-0.15 -0.35 -0.13
0.13 0.16 0.15
-0.22 0.33 -0.65
-0.60 -0.26 0.10
0.46 0.86 -0.87
-0.03 0.06 0.15
0.54 -0.06 -0.06
0.20 -0.01 0.26
-0.19 -0.23 0.41
-0.04 -0.06 -0.17
-0.06 -0.19 0.57
0.29 -0.19 -0.09
-0.22 -0.22 0.25
-0.07 0.06 -0.07
-0.02 0.08 0.14

=====

(10)
Here is a cluster of 2 separate species, C3H10S3 in total in a non-equilibrium geometry from the Open Molecules 2025 dataset. Energies are from ωB97M-V with the def2-TZVPD basis set.

Its energy is -35777.9007 eV. As for the charge: 0. Its LUMO energy is 0.0261 Ha. The HOMO energy comes out at -8.5967 eV. The value obtained for the max |F| is 4.2 eV/Å. As for the SMILES: CCS.CSS. For the energy above the lowest of the compared OMol25 structures with the same formula, charge and spin, the calculation gives 21.6 kcal per mole. The HOMO-LUMO gap comes out at 9.306 eV.

Element x y z (Å)
S1 -1.583 0.123 2.177
S2 1.647 0.531 1.713
S3 3.324 0.364 0.600
C1 -1.618 0.455 0.357
C2 -2.072 -0.712 -0.538
C3 2.832 0.402 -1.156
H1 3.701 0.911 -1.733
H2 -0.903 1.107 -0.005
H3 -2.445 1.153 0.290
H4 2.777 -0.639 -1.414
H5 -1.301 -1.469 -0.592
H6 -2.165 -0.343 -1.571
H7 -2.987 -1.150 -0.232
H8 -2.385 -1.058 2.267
H9 1.210 -0.638 1.280
H10 1.967 0.962 -1.444

Cartesian forces, eV/Å:
-0.29 -1.36 -0.12
-0.27 0.17 -0.19
1.01 0.62 -0.36
-4.03 -0.95 0.72
2.03 0.90 -0.62
2.25 0.79 -0.51
-1.24 -1.04 1.00
2.58 0.39 -0.33
-0.57 0.16 0.06
-0.27 -0.27 -0.65
0.13 -0.44 0.13
-0.20 -0.02 0.28
-0.84 -0.27 0.41
1.03 1.60 -0.52
-0.59 -0.49 0.32
-0.72 0.21 0.36